Entry 1:
{
  "formula": "C18H43BF2GeN3O3Sc",
  "method": "ωB97M-V with the def2-TZVPD basis set",
  "energy_ev": -113284.0293,
  "charge": 3,
  "spin_multiplicity": 2,
  "e_lumo_ha": [-0.3042, -0.3853],
  "gap_ev": [9.37, 7.22],
  "symbols": ["Sc", "C", "C", "C", "C", "O", "Ge", "O", "C", "C", "C", "C", "O", "C", "C", "C", "C", "H", "H", "H", "H", "H", "H", "H", "H", "H", "H", "H", "H", "H", "H", "H", "H", "H", "H", "H", "H", "H", "H", "H", "H", "H", "H", "H", "N", "C", "C", "C", "N", "C", "C", "N", "C", "H", "H", "H", "H", "H", "H", "H", "H", "H", "H", "H", "H", "H", "H", "H", "H", "F", "B", "F"],
  "positions_angstrom": [[9.147, 12.444, 8.868], [12.634, 12.651, 7.522], [11.522, 12.736, 6.474], [11.537, 13.993, 5.623], [11.493, 11.449, 5.665], [10.231, 12.803, 7.263], [9.162, 14.783, 7.432], [9.599, 14.475, 9.217], [10.545, 15.401, 9.937], [9.637, 16.607, 10.366], [11.671, 15.907, 9.007], [11.128, 14.691, 11.142], [7.729, 13.436, 7.858], [6.329, 13.946, 7.689], [5.763, 13.382, 6.440], [5.564, 13.537, 8.940], [6.336, 15.458, 7.674], [13.593, 13.065, 7.080], [12.795, 11.616, 7.790], [12.462, 13.179, 8.420], [12.471, 14.108, 5.031], [11.563, 14.873, 6.284], [10.630, 13.959, 4.972], [12.479, 11.228, 5.257], [10.711, 11.431, 4.854], [11.156, 10.627, 6.289], [9.043, 17.001, 9.527], [10.306, 17.387, 10.845], [8.888, 16.256, 11.051], [11.270, 16.355, 8.061], [12.278, 15.041, 8.736], [12.270, 16.730, 9.377], [10.351, 14.104, 11.668], [11.539, 15.421, 11.872], [12.014, 14.070, 10.943], [5.770, 12.261, 6.581], [6.334, 13.683, 5.548], [4.714, 13.723, 6.470], [5.625, 12.467, 9.055], [4.522, 13.774, 8.759], [5.924, 14.021, 9.835], [6.977, 15.894, 6.850], [6.789, 15.861, 8.614], [5.348, 15.797, 7.659], [10.103, 6.510, 10.553], [8.970, 7.577, 10.681], [8.174, 7.823, 9.268], [8.601, 9.051, 8.416], [7.953, 10.390, 8.698], [10.088, 9.324, 8.619], [10.407, 9.634, 10.145], [10.520, 11.148, 10.344], [9.516, 8.903, 11.153], [9.721, 5.649, 10.108], [10.461, 6.220, 11.469], [10.921, 6.737, 9.984], [8.321, 7.094, 11.411], [7.113, 7.906, 9.567], [8.333, 6.948, 8.639], [8.314, 8.799, 7.412], [7.410, 10.388, 9.554], [7.252, 10.622, 8.007], [10.255, 10.290, 8.088], [10.717, 8.561, 8.202], [11.391, 9.305, 10.305], [11.450, 11.549, 10.192], [10.454, 11.323, 11.358], [8.615, 9.449, 11.316], [10.045, 8.835, 12.093], [8.809, 11.493, 12.557], [7.784, 11.998, 11.957], [6.637, 12.328, 12.409]],
  "forces_ev_per_angstrom": [[0.49, 0.08, -0.62], [1.46, 0.09, -1.82], [-0.65, 0.00, 0.88], [0.27, -0.01, -0.22], [-1.29, -0.03, -0.81], [-0.33, -0.13, 0.23], [0.02, -0.25, -0.95], [0.96, -0.14, 1.16], [-0.61, 1.82, -0.07], [1.33, -0.23, -0.05], [-1.06, -0.56, -1.24], [0.19, 0.01, 0.80], [0.10, 0.37, 0.01], [0.85, 0.59, 1.32], [-0.37, -1.38, 0.40], [0.00, -0.31, -0.85], [3.06, 0.44, 0.20], [-0.96, -0.67, 0.56], [0.24, -0.40, 0.02], [-0.46, 0.81, 0.82], [-0.70, -0.43, 0.10], [-0.27, -0.11, -0.26], [0.85, 0.39, 0.31], [-0.11, -0.01, -0.08], [0.96, 0.50, 0.49], [0.43, -0.18, 0.33], [0.66, 0.16, 0.01], [-1.09, -0.73, -0.62], [-0.21, -0.11, 0.74], [0.04, -0.45, 0.62], [0.29, 0.46, -0.03], [0.12, -0.20, 0.70], [0.30, 0.23, -0.13], [-0.52, -0.23, -0.45], [-0.37, -0.13, -0.38], [-0.14, 0.99, -0.63], [-0.51, -0.12, 0.26], [0.35, -0.25, -0.80], [-0.05, -0.64, 0.18], [-0.26, 0.09, 0.34], [0.08, 0.25, 0.18], [-1.23, -0.36, 0.44], [-0.35, -0.34, -0.44], [-1.48, 0.79, -0.41], [-0.60, -0.70, -0.63], [0.26, 0.05, -2.05], [0.40, 0.00, 1.71], [0.25, 0.23, 1.22], [-0.26, -0.12, 0.46], [-0.73, 1.67, 0.70], [0.20, 0.57, -1.77], [-0.88, -0.10, 1.09], [0.24, 0.22, -0.18], [0.12, 0.45, 0.40], [-0.11, 0.10, 0.08], [-0.07, 0.43, -0.04], [-0.14, 0.32, -0.07], [0.37, -0.30, -0.37], [-0.37, -0.10, 0.01], [0.30, 0.00, -0.59], [-0.12, -0.27, 0.32], [-0.16, -0.17, -0.49], [0.56, -0.99, -0.03], [0.44, -0.38, -0.17], [1.41, -0.75, 0.20], [0.19, -0.78, -0.61], [-0.37, -0.03, -0.51], [-0.63, 0.64, 0.38], [-0.02, -0.05, 0.45], [0.40, -0.25, 1.00], [-0.34, 0.57, -1.14], [-0.30, 0.03, 0.41]]
}


Entry 2:
{
  "formula": "C32H35N3O7S",
  "method": "ωB97M-V with the def2-TZVPD basis set",
  "e_above_lowest_kj_mol": 75.7,
  "energy_ev": -63383.8601,
  "spin_multiplicity": 1,
  "e_lumo_ha": -0.0829,
  "gap_ev": 4.43,
  "symbols": ["C", "N", "C", "O", "C", "C", "C", "C", "C", "C", "C", "C", "N", "C", "C", "C", "C", "C", "C", "N", "O", "O", "C", "C", "C", "C", "C", "C", "H", "H", "H", "H", "H", "H", "H", "H", "H", "H", "H", "H", "H", "H", "H", "H", "H", "H", "H", "H", "H", "H", "H", "H", "C", "C", "O", "C", "C", "S", "C", "C", "C", "C", "C", "C", "O", "O", "O", "H", "H", "H", "H", "H", "H", "H", "H", "H", "H", "H"],
  "positions_angstrom": [[-2.691, -2.338, 3.802], [-1.769, -1.324, 3.364], [-0.488, -1.310, 3.830], [-0.032, -2.098, 4.665], [0.240, -0.160, 3.144], [1.407, -0.673, 2.290], [2.505, -1.265, 3.141], [2.885, -2.600, 2.966], [3.793, -3.187, 3.850], [4.340, -2.421, 4.890], [4.019, -1.063, 5.016], [3.101, -0.484, 4.135], [-0.835, 0.467, 2.370], [-0.561, 1.566, 1.635], [-1.423, 2.157, 0.721], [-1.208, 3.275, -0.092], [-2.276, 3.791, -0.962], [-3.572, 3.198, -0.941], [-4.583, 3.596, -1.828], [-5.790, 2.846, -1.909], [-6.641, 3.231, -2.751], [-5.939, 1.848, -1.165], [-4.407, 4.664, -2.726], [-3.172, 5.310, -2.735], [-2.139, 4.860, -1.909], [-2.074, -0.325, 2.351], [-2.306, -0.998, 0.989], [-3.318, 0.481, 2.754], [-2.177, -2.951, 4.541], [-3.572, -1.883, 4.269], [-3.009, -2.971, 2.963], [0.627, 0.535, 3.914], [1.007, -1.424, 1.589], [1.793, 0.171, 1.700], [2.420, -3.177, 2.164], [4.058, -4.244, 3.732], [5.028, -2.887, 5.604], [4.470, -0.452, 5.806], [2.811, 0.567, 4.236], [0.415, 2.015, 1.822], [-2.359, 1.619, 0.636], [-0.184, 3.666, -0.169], [-3.833, 2.390, -0.255], [-5.226, 4.914, -3.396], [-3.020, 6.177, -3.388], [-1.192, 5.383, -1.958], [-1.462, -1.662, 0.750], [-3.231, -1.588, 1.054], [-2.413, -0.256, 0.189], [-3.161, 0.935, 3.743], [-3.534, 1.272, 2.028], [-4.175, -0.204, 2.785], [6.154, 6.964, 1.645], [5.245, 5.741, 1.683], [3.976, 6.088, 1.075], [2.941, 5.170, 1.087], [1.830, 5.900, 0.493], [0.199, 5.907, 1.033], [-0.347, 7.382, 1.883], [-0.640, 7.238, 3.242], [-1.367, 8.236, 3.883], [-1.788, 9.355, 3.151], [-1.465, 9.513, 1.796], [-0.760, 8.503, 1.143], [-0.491, 6.092, -0.238], [-0.232, 4.874, 1.968], [3.072, 4.017, 1.487], [7.137, 6.654, 1.992], [6.249, 7.371, 0.637], [5.753, 7.761, 2.286], [5.703, 4.885, 1.148], [5.079, 5.420, 2.718], [2.138, 6.683, -0.253], [-0.350, 6.330, 3.770], [-1.584, 8.095, 4.945], [-2.368, 10.129, 3.653], [-1.758, 10.402, 1.225], [-0.560, 8.556, 0.069]],
  "forces_ev_per_angstrom": [[-0.50, -0.10, -0.06], [0.67, 0.10, 0.14], [0.30, -1.03, 1.31], [-0.56, 1.42, -1.47], [0.25, -0.13, 0.93], [-0.05, 0.05, -0.42], [0.07, -0.13, 0.01], [-0.06, 0.24, 0.39], [0.04, 0.21, 0.07], [0.01, 0.01, -0.13], [-0.09, -0.06, -0.14], [0.07, -0.35, 0.11], [0.91, 1.87, -1.35], [0.34, -0.91, 1.01], [-0.95, 0.53, -1.06], [0.15, -1.35, 0.35], [-1.51, 0.26, -0.97], [0.03, -0.02, -0.11], [1.89, 0.86, -0.02], [-2.81, -1.34, -0.31], [1.61, -1.07, 1.90], [0.25, 1.93, -1.43], [0.26, -0.39, 0.36], [-0.30, -0.31, 0.23], [0.50, -0.28, 0.42], [-0.70, -0.32, -0.27], [0.18, -0.09, 0.00], [0.21, 0.11, 0.21], [-0.02, 0.07, -0.11], [0.10, -0.14, -0.08], [0.03, 0.08, 0.19], [-0.32, -0.26, -0.38], [0.24, 0.21, 0.13], [-0.07, -0.17, 0.06], [0.17, 0.07, 0.27], [-0.08, 0.48, 0.10], [-0.26, 0.21, -0.32], [-0.19, -0.33, -0.33], [0.24, -0.33, 0.03], [-0.02, -0.04, -0.02], [0.09, 0.56, -0.12], [-0.64, 0.13, 0.04], [0.11, 0.30, -0.33], [0.29, 0.08, 0.20], [0.06, -0.50, 0.27], [-0.08, -0.22, 0.01], [-0.29, 0.18, 0.02], [0.28, 0.12, -0.16], [-0.04, -0.33, 0.17], [-0.14, -0.12, -0.29], [-0.08, -0.23, 0.31], [0.21, 0.27, 0.04], [-0.54, -0.10, 0.01], [-0.27, -0.41, -0.52], [1.23, -0.49, 0.53], [-0.24, 0.76, 0.05], [-0.55, -0.65, 0.65], [2.08, 1.14, -1.43], [-0.42, 0.03, 0.24], [-0.02, 0.48, -0.30], [0.16, 0.09, -0.32], [0.07, 0.17, 0.23], [0.18, -0.30, 0.09], [0.23, -0.21, 0.48], [-1.08, -0.12, 0.03], [0.58, -0.59, -0.55], [-0.21, 0.92, 0.04], [0.13, 0.16, 0.11], [-0.02, -0.15, 0.01], [0.19, -0.22, -0.10], [-0.26, 0.40, 0.17], [-0.07, 0.02, -0.15], [-0.87, -0.75, 1.16], [-0.04, 0.29, -0.21], [-0.14, 0.33, -0.37], [0.12, -0.14, -0.10], [-0.03, -0.37, 0.42], [-0.04, -0.07, 0.44]]
}


Entry 3:
{
  "formula": "C30H22CuN7O8",
  "method": "ωB97M-V with the def2-TZVPD basis set",
  "energy_ev": -102918.8781,
  "charge": -1,
  "spin_multiplicity": 2,
  "e_lumo_ha": [0.0316, 0.0318],
  "gap_ev": [5.40, 5.41],
  "symbols": ["Cu", "C", "C", "C", "C", "C", "C", "N", "C", "C", "C", "C", "C", "C", "N", "N", "C", "C", "C", "C", "C", "N", "H", "H", "H", "H", "H", "H", "H", "H", "H", "H", "H", "H", "H", "C", "C", "N", "C", "C", "N", "C", "O", "O", "C", "O", "O", "H", "H", "H", "H", "H", "O", "C", "O", "C", "C", "C", "C", "C", "C", "N", "O", "O", "H", "H", "H", "H"],
  "positions_angstrom": [[-0.611, -0.463, -0.878], [-6.239, 0.134, -0.706], [-5.882, -0.628, 0.395], [-4.559, -0.734, 0.768], [-3.557, -0.070, 0.047], [-3.926, 0.692, -1.066], [-5.254, 0.790, -1.429], [-2.238, -0.278, 0.360], [-1.766, -0.348, 1.606], [-2.412, 0.090, 2.782], [-1.860, -0.171, 4.008], [-0.646, -0.865, 4.128], [0.023, -1.294, 3.012], [-0.496, -0.997, 1.740], [0.088, -1.292, 0.579], [0.891, -2.289, 0.408], [1.033, -2.679, -0.849], [1.972, -3.654, -1.250], [1.999, -4.058, -2.558], [1.112, -3.483, -3.481], [0.206, -2.551, -3.024], [0.144, -2.169, -1.758], [-7.278, 0.217, -0.995], [-6.637, -1.159, 0.961], [-4.271, -1.364, 1.598], [-3.155, 1.190, -1.631], [-5.528, 1.379, -2.294], [-3.335, 0.643, 2.695], [-2.365, 0.163, 4.903], [-0.235, -1.047, 5.110], [0.969, -1.808, 3.077], [2.644, -4.048, -0.505], [2.697, -4.814, -2.891], [1.126, -3.767, -4.521], [-0.519, -2.090, -3.682], [3.879, -0.454, -0.964], [2.908, 0.151, -1.905], [1.602, 0.058, -1.867], [1.112, 0.725, -2.946], [2.172, 1.230, -3.686], [3.295, 0.851, -2.995], [2.340, 1.926, -4.979], [1.258, 2.219, -5.653], [3.462, 2.164, -5.387], [-0.351, 0.821, -3.218], [-0.710, 1.377, -4.271], [-1.175, 0.304, -2.417], [3.574, -0.330, 0.072], [4.859, -0.004, -1.098], [3.948, -1.524, -1.164], [4.232, 1.081, -3.290], [0.403, 1.923, -5.158], [-1.493, 2.700, 0.836], [-0.434, 2.088, 0.825], [0.091, 1.404, -0.100], [0.427, 2.136, 2.102], [-0.014, 2.813, 3.231], [0.747, 2.820, 4.391], [1.946, 2.135, 4.439], [2.380, 1.446, 3.306], [1.626, 1.447, 2.141], [3.609, 0.723, 3.348], [3.932, 0.069, 2.367], [4.286, 0.791, 4.363], [-0.958, 3.334, 3.167], [0.403, 3.361, 5.261], [2.556, 2.116, 5.330], [1.952, 0.919, 1.258]],
  "forces_ev_per_angstrom": [[-0.32, 0.64, -0.37], [-0.16, 0.06, -0.01], [-0.18, -0.03, 0.00], [0.15, 0.05, -0.08], [-0.82, 0.13, 0.10], [0.22, 0.00, 0.16], [-0.13, -0.03, 0.00], [0.70, -0.23, 1.03], [-0.70, -0.08, -1.80], [-0.16, 0.12, 1.12], [-0.75, 0.37, -0.72], [0.92, -0.66, -0.16], [-0.10, 0.05, 0.70], [0.69, 0.08, 0.58], [0.31, -2.14, 0.49], [0.47, 0.62, 3.31], [-0.64, -0.27, -3.04], [-0.26, 0.45, 0.67], [-0.32, 0.25, -0.58], [0.34, -0.32, 0.17], [-0.13, 0.04, 0.06], [0.64, -0.86, 0.36], [-0.05, 0.00, -0.04], [-0.06, -0.01, 0.01], [-0.03, -0.05, 0.06], [0.07, 0.05, -0.03], [0.02, 0.06, -0.05], [-0.03, 0.06, -0.03], [-0.04, 0.10, 0.05], [0.07, -0.02, 0.04], [0.11, -0.03, 0.01], [0.08, -0.09, 0.08], [0.09, -0.01, 0.04], [-0.03, -0.04, -0.07], [-0.01, 0.05, -0.09], [-0.06, -0.13, 0.07], [-0.08, 0.10, -0.17], [0.23, 0.06, 0.28], [0.64, 0.23, -0.30], [-0.36, -0.24, 0.24], [-0.14, 0.16, -0.17], [0.07, -0.03, -0.13], [-0.32, 0.07, -0.04], [0.00, 0.04, 0.08], [-0.06, 0.28, -0.72], [0.11, 0.23, -0.29], [-0.50, 0.37, -1.20], [-0.04, 0.04, -0.03], [0.11, -0.02, 0.05], [0.10, -0.06, 0.04], [-0.09, 0.01, -0.05], [0.29, -0.05, 0.14], [-0.47, 0.19, 0.06], [0.70, 0.14, 0.10], [-0.02, 0.27, 0.01], [-0.25, -0.01, -0.03], [0.10, -0.01, -0.17], [0.00, -0.01, 0.00], [0.35, -0.22, -0.04], [-1.37, 0.82, 0.00], [0.27, -0.02, 0.13], [1.01, -0.51, 0.08], [0.00, 0.05, 0.17], [-0.04, -0.06, -0.10], [-0.09, 0.02, -0.01], [0.00, 0.00, 0.08], [-0.01, 0.02, 0.02], [-0.02, -0.03, -0.06]]
}